{"formula": "C22H52F12N10O26S12", "method": "ωB97M-V/def2-TZVPD", "species": ["C", "C", "O", "N", "H", "H", "C", "H", "H", "H", "H", "H", "H", "C", "C", "O", "N", "H", "H", "C", "H", "H", "H", "H", "H", "H", "C", "C", "C", "N", "C", "C", "C", "C", "C", "H", "H", "H", "H", "H", "H", "H", "H", "H", "H", "H", "H", "H", "H", "H", "H", "H", "H", "C", "C", "C", "N", "C", "C", "C", "C", "C", "H", "H", "H", "H", "H", "H", "H", "H", "H", "H", "H", "H", "H", "H", "H", "H", "H", "H", "N", "S", "O", "O", "F", "S", "O", "O", "F", "N", "S", "O", "O", "F", "S", "O", "O", "F", "N", "S", "O", "O", "F", "S", "O", "O", "F", "N", "S", "O", "O", "F", "S", "O", "O", "F", "N", "S", "O", "O", "F", "S", "O", "O", "F", "N", "S", "O", "O", "F", "S", "O", "O", "F"], "coordinates": [[7.2515, -0.4681, 4.2107], [7.0678, -1.4400, 3.0376], [6.4637, -1.2223, 1.9941], [7.8521, -2.7462, 3.2411], [8.8058, -2.5001, 3.4649], [7.5257, -3.1359, 4.1139], [7.7973, -3.7598, 2.0895], [6.9418, -0.9387, 5.1438], [6.7269, 0.4852, 4.1460], [8.2625, -0.0608, 4.2200], [8.6011, -4.4411, 2.3688], [8.1376, -3.2204, 1.2056], [6.8402, -4.2781, 2.0313], [1.7039, -0.3298, 3.7059], [1.3818, -0.7522, 2.2945], [1.9431, -1.7668, 1.7889], [0.2022, 0.0717, 1.7096], [-0.6991, -0.2130, 2.0656], [0.2658, 1.0542, 1.9347], [0.0547, 0.0423, 0.1730], [2.3352, 0.5553, 3.6279], [2.2374, -1.0818, 4.2873], [0.7894, -0.0414, 4.2242], [-0.6748, -0.7670, 0.1438], [0.9384, -0.2126, -0.4120], [-0.3246, 1.0394, -0.0508], [-6.1021, 3.3471, 3.9407], [-6.4081, 2.8752, 2.4573], [-5.3658, 3.4159, 1.5792], [-5.7855, 2.9646, 0.1410], [-5.9641, 1.4176, -0.0494], [-4.6722, 3.4190, -0.8114], [-5.2756, 3.7964, -2.1884], [-6.7739, 3.6948, -1.9168], [-7.0158, 3.7542, -0.4095], [-6.1649, 4.4259, 4.0830], [-5.1646, 2.9671, 4.3467], [-6.9032, 3.0554, 4.6199], [-7.4259, 3.1402, 2.1711], [-6.3633, 1.7865, 2.4315], [-4.3963, 2.9914, 1.8397], [-5.4324, 4.4995, 1.6769], [-5.9993, 1.3106, -1.1336], [-6.8562, 1.0935, 0.4864], [-5.0575, 0.9450, 0.3284], [-3.8389, 2.7169, -0.7848], [-4.3081, 4.3198, -0.3173], [-5.0067, 3.0805, -2.9651], [-4.9244, 4.7848, -2.4850], [-7.1449, 2.7741, -2.3671], [-7.3570, 4.5081, -2.3486], [-7.9253, 3.2845, -0.0349], [-6.9289, 4.7852, -0.0668], [-1.1571, -0.0172, -10.7511], [-1.2880, -0.6938, -9.4531], [-0.0158, -0.4933, -8.5814], [0.0235, -1.3794, -7.3138], [-1.2630, -1.1449, -6.4255], [1.2602, -0.9712, -6.5222], [2.4507, -1.8336, -6.9902], [1.9293, -2.9904, -7.8482], [0.3122, -2.8680, -7.5528], [-0.5346, -0.7106, -11.3165], [-0.6665, 0.9535, -10.6785], [-2.1069, 0.1448, -11.2609], [-1.5253, -1.7500, -9.5808], [-2.1522, -0.2571, -8.9526], [0.0266, 0.5577, -8.2957], [0.9111, -0.7777, -9.0794], [-1.4140, -0.0754, -6.2790], [-1.2466, -1.5159, -5.4007], [-2.1050, -1.4480, -7.0478], [1.0566, -1.0210, -5.4525], [1.3896, 0.1050, -6.6368], [3.0451, -2.1198, -6.1225], [3.1748, -1.2031, -7.5062], [2.3272, -3.9640, -7.5619], [2.1830, -2.7154, -8.8719], [0.0868, -3.3740, -6.6141], [-0.3057, -3.2116, -8.3824], [6.5492, -4.6453, 6.2616], [6.7980, -6.1108, 6.5777], [5.9401, -7.0827, 5.8410], [7.4421, -6.4762, 7.8054], [8.0458, -6.2492, 5.5403], [5.5517, -4.4154, 7.7166], [6.2407, -3.7547, 8.8548], [4.5079, -5.3876, 7.9966], [4.7314, -3.0954, 7.1106], [1.3542, -5.5264, -3.2375], [0.0834, -5.3590, -2.4803], [-0.3885, -4.0123, -2.1503], [-0.2739, -6.4206, -1.5343], [-0.9482, -5.8147, -3.6571], [2.2784, -4.9210, -1.9476], [2.3370, -5.7172, -0.6938], [2.6205, -3.5056, -2.1083], [3.6429, -5.5339, -2.5159], [0.5124, 3.8198, 2.6450], [1.9724, 4.6557, 2.1899], [3.0749, 4.2979, 3.0505], [1.9472, 5.9787, 1.5946], [2.2092, 3.7057, 0.8897], [-0.0111, 5.0367, 3.2426], [-0.8957, 5.8564, 2.4232], [0.8107, 5.7774, 4.2689], [-1.0766, 4.2949, 4.2469], [-3.2534, -1.5226, 2.6599], [-4.1190, -2.8923, 2.3419], [-5.5513, -2.8663, 2.2633], [-3.5384, -4.1527, 2.7125], [-3.8441, -2.8532, 0.7574], [-3.3403, -1.6752, 4.1222], [-2.2631, -2.4289, 4.7253], [-4.6643, -1.3968, 4.7659], [-2.7463, -0.1778, 4.4165], [-0.0708, 3.5027, -5.9081], [-0.7978, 4.7709, -6.7767], [-0.0098, 5.9591, -7.1471], [-2.2174, 4.9241, -6.3819], [-0.9869, 4.0032, -8.1946], [0.2836, 4.2725, -4.6929], [-0.7231, 4.2505, -3.6637], [1.3289, 5.2730, -4.7589], [1.0811, 3.0173, -4.0746], [0.7227, 0.5920, 11.0499], [1.8585, 0.5043, 10.0947], [2.9427, 1.4732, 10.0410], [1.4471, -0.1342, 8.8274], [2.6439, -0.7159, 10.9019], [-0.0574, 1.9120, 10.3605], [-0.9120, 1.5042, 9.1752], [0.6726, 3.1905, 10.4174], [-1.2046, 2.0202, 11.5303]], "forces_ev_per_a": [[-0.2, -0.1, -0.4], [-1.7, 2.6, -2.3], [2.1, -1.5, 3.2], [-1.2, 0.1, -1.0], [0.6, 0.2, -0.2], [-0.6, -0.8, 0.7], [1.2, 0.5, 0.9], [0.4, -0.1, 0.2], [-0.8, -0.5, -0.6], [0.5, -0.8, 0.3], [-0.3, -0.4, -0.2], [-0.6, -0.1, -0.1], [0.1, 0.5, 0.0], [-0.4, 0.6, -0.6], [2.8, -5.1, 0.7], [-3.6, 5.5, 0.8], [1.8, -0.3, -2.1], [-0.3, -0.7, 0.7], [0.6, 0.6, 0.8], [-0.9, -0.6, 1.2], [0.0, 0.3, 0.2], [-0.2, -0.1, -0.4], [0.0, 0.1, 0.2], [-0.1, 0.2, -1.3], [0.2, 0.1, 0.7], [-0.1, -0.3, -0.4], [-1.1, -0.2, -0.3], [-0.1, -0.6, 3.1], [-1.3, -0.7, -1.2], [0.9, 0.4, -0.7], [0.4, 2.0, 0.3], [0.2, 0.8, 0.5], [0.2, -0.7, 0.9], [-1.1, 0.4, -0.3], [1.5, -1.2, 0.0], [0.5, 0.2, -0.6], [0.0, 0.0, -0.3], [0.0, -0.6, -0.1], [0.1, 0.3, 0.0], [0.0, -0.1, 0.3], [0.1, 0.3, -0.3], [0.6, 0.1, -0.7], [-0.3, -0.4, 0.2], [0.2, -0.1, -0.3], [-0.2, 0.0, 0.1], [-0.3, -0.2, -0.2], [0.2, 0.1, -0.2], [0.2, 0.2, 0.0], [-0.1, -0.1, 0.0], [-0.2, 0.0, 0.2], [0.1, 0.0, -0.3], [0.1, 0.1, -0.2], [0.0, -0.1, 0.2], [0.7, 0.0, -1.4], [-0.2, -0.2, 2.2], [-0.9, -1.2, 0.1], [-0.2, 0.5, 1.7], [0.4, 0.7, -1.4], [0.1, 0.7, 0.3], [0.6, 0.8, 0.8], [-2.2, 1.4, 0.7], [1.5, 0.2, -0.9], [0.1, 0.5, -0.8], [0.1, 0.0, 0.0], [0.0, -0.2, 0.0], [0.1, -0.1, 0.0], [0.1, 0.0, 0.5], [0.2, -0.2, 0.4], [-0.1, 0.2, -0.4], [0.5, 0.3, -0.4], [0.5, -0.9, -0.5], [0.1, -0.5, 0.5], [-0.2, -0.8, -0.1], [0.2, 0.0, -0.4], [-0.4, -0.4, 0.2], [-0.2, 0.0, -0.5], [-0.3, 0.1, -0.1], [-0.3, -0.6, -0.2], [-0.1, 0.0, -0.2], [0.0, -0.1, 0.2], [-2.9, 2.6, 3.4], [1.7, -7.5, -4.8], [0.9, 2.1, 2.7], [-1.0, 0.4, 0.3], [0.9, 0.6, -0.2], [-1.2, 4.9, 2.0], [-1.0, -2.2, -3.0], [2.0, 1.0, -1.0], [0.9, -1.7, 0.1], [4.0, 1.3, 1.0], [-10.0, -2.3, 2.5], [1.2, -1.1, -0.5], [1.1, 1.9, -0.9], [0.5, 0.7, -0.6], [6.2, -1.3, 0.4], [-1.7, 3.0, -2.3], [-1.7, -1.7, 1.0], [0.4, -0.1, -1.0], [5.4, -2.5, -3.5], [3.5, -1.6, -1.9], [-1.4, 0.3, -0.7], [-0.6, -1.8, 0.9], [-0.2, 0.2, 0.5], [-6.7, 7.7, 7.8], [1.1, -0.9, 0.6], [-1.4, -1.9, -3.2], [0.2, 0.2, -0.7], [-2.0, -2.3, -5.3], [-1.1, -2.9, -5.5], [0.2, 1.1, 1.3], [0.1, 1.3, 0.7], [0.7, 0.4, -0.1], [1.0, 5.2, 10.9], [-1.9, -0.4, -0.4], [2.6, -2.4, -1.7], [0.5, 0.4, -0.3], [-2.5, 1.5, -6.7], [-2.7, 0.7, -2.2], [-1.5, -2.8, 1.1], [3.1, 0.0, -0.4], [0.6, -0.1, 0.6], [4.1, -0.5, 8.4], [-0.7, 1.9, -0.7], [-1.8, -0.4, -0.2], [1.3, -0.7, 0.0], [-3.7, 3.8, 1.4], [6.5, -4.7, -4.5], [-1.6, -0.4, 0.1], [1.2, 1.4, 1.8], [-0.7, 0.6, -0.5], [-3.9, 0.1, -0.9], [3.0, 1.8, 3.5], [-1.7, -2.7, -0.3], [1.1, 0.2, -0.7]], "lowdin_charge": [0.032, -0.316, 0.158, 0.096, 0.171, 0.148, 0.051, 0.103, 0.103, 0.095, 0.101, 0.101, 0.121, 0.032, -0.281, 0.125, 0.113, 0.152, 0.141, 0.052, 0.102, 0.106, 0.104, 0.103, 0.106, 0.099, -0.056, -0.241, -0.125, -0.233, 0.069, -0.097, -0.119, -0.176, -0.074, 0.072, 0.089, 0.072, 0.108, 0.107, 0.154, 0.141, 0.098, 0.103, 0.114, 0.137, 0.129, 0.117, 0.125, 0.109, 0.118, 0.127, 0.137, -0.110, -0.260, -0.080, -0.235, 0.056, -0.104, -0.158, -0.094, -0.035, 0.084, 0.089, 0.087, 0.108, 0.110, 0.138, 0.132, 0.106, 0.112, 0.091, 0.136, 0.131, 0.121, 0.111, 0.116, 0.097, 0.136, 0.114, -0.305, 0.408, -0.329, -0.285, -0.276, 0.651, -0.309, -0.270, -0.249, -0.267, 0.384, -0.327, -0.305, -0.248, 0.594, -0.278, -0.317, -0.241, -0.275, 0.586, -0.286, -0.270, -0.239, 0.391, -0.324, -0.317, -0.241, -0.294, 0.506, -0.289, -0.249, -0.230, 0.420, -0.269, -0.308, -0.266, -0.295, 0.614, -0.295, -0.329, -0.242, 0.376, -0.303, -0.275, -0.249, -0.295, 0.438, -0.319, -0.331, -0.255, 0.649, -0.332, -0.310, -0.246], "orbital_gap_ev": 6.07, "charge": -2, "largest_force_ev_per_a": 12.88, "energy_ha": -9349.384175, "molar_mass_g_mol": 1485.48}